[1]
A molecular structure, C21H28ClN3O3S, computed with ωB97M-V with the def2-TZVPD basis set.

Last column: Mulliken charge in e.
Positions of all 57 atoms, in Å:
C1 2.1985 -5.0508 -1.5824  -1.519
C2 1.2758 -3.9212 -1.9996  0.668
C3 0.0051 -4.0952 -2.2607  -0.620
C4 -0.8737 -2.8780 -2.4638  0.494
C5 -0.4832 -1.4833 -2.6198  -0.205
C6 1.0198 -1.3736 -2.2247  -0.043
C7 1.7949 -2.4771 -1.8098  -0.665
H1 2.9344 -2.2970 -1.9531  0.266
H2 1.5289 -0.3463 -2.4331  0.420
N1 -1.1350 -0.4722 -2.8103  -0.119
S1 -0.7907 0.8792 -1.7736  0.659
O1 0.4123 1.5758 -1.9273  -0.419
O2 -2.3215 1.7577 -2.1896  -0.753
C8 -1.1698 0.1038 -0.1782  2.323
C9 -2.4458 -0.3841 0.1156  -0.637
N2 -2.1710 -1.0279 1.5720  0.127
C10 -1.0313 -0.8381 1.8643  0.092
C11 -0.3016 -0.0586 0.9119  -0.582
C12 1.2130 0.2908 0.6154  -0.377
O3 2.0858 -0.4019 0.4203  -0.452
N3 1.4051 1.7020 1.1305  0.487
C13 0.5595 2.4785 1.9865  -1.461
H3 -0.1796 1.7768 2.3759  0.401
C14 -0.2630 3.3233 1.0086  -0.110
C15 0.6231 4.5653 0.0210  -1.011
C16 1.7876 3.9473 -0.4163  -0.183
C17 2.6600 3.6295 0.6999  -0.926
H4 3.9793 3.7151 0.1828  0.262
C18 2.7621 2.1513 1.1873  -0.790
H5 3.2744 1.9038 2.0439  0.432
H6 3.3177 1.4954 0.1978  0.258
H7 2.7106 4.3150 1.4566  0.579
H8 1.6060 3.1479 -1.0476  0.450
H9 2.0794 4.8991 -0.9455  0.208
H10 -0.1622 5.0550 -0.4431  0.590
H11 0.9040 5.1163 1.0414  0.255
H12 -0.7340 2.7879 -0.1502  -0.150
H13 -1.1673 3.6501 1.5910  0.365
H14 0.9753 3.0802 2.5788  0.938
C19 -0.1203 -1.2960 3.1615  -1.532
H15 -0.8871 -1.0551 4.0626  0.334
H16 0.8936 -1.0247 3.3602  0.384
H17 -0.3350 -2.3361 3.1760  0.505
C20 -3.2694 -1.7125 2.2599  -1.213
H18 -3.6861 -2.2661 1.4765  0.539
H19 -2.7592 -2.5506 2.8338  0.376
H20 -3.9265 -1.1615 2.7720  0.297
C21 -3.9127 -0.5712 -0.4347  -1.642
H21 -3.6672 0.2765 -1.3683  0.166
H22 -4.4299 -0.1501 0.3297  0.647
H23 -3.9170 -1.4619 -0.9497  0.471
H24 -2.0139 -0.6859 -3.0760  0.321
Cl1 -2.5367 -3.2160 -2.8440  -0.279
H25 -0.5719 -5.0102 -2.0185  0.249
H26 2.7553 -5.3314 -2.4195  0.371
H27 2.9532 -4.9012 -0.6415  0.266
H28 1.5478 -5.7880 -1.4531  0.484

2S+1   1
ΔE to the lowest compared entry with this formula, charge and spin   434.0 kcal per mole
E_LUMO   0.011 hartree



[2]
A molecular structure, C21H28F3FeO4, computed with ωB97M-V with the def2-TZVPD basis set.

Last column: Löwdin spin population.
Positions of all 57 atoms, in Å:
O1 2.2834 -1.7331 -0.9288  0.000
C1 2.3373 -3.0512 -0.2541  0.000
C2 3.1055 -3.7573 -1.3664  0.000
H1 1.3283 -3.4468 -0.0881  0.000
H2 2.9020 -3.0038 0.6942  0.000
C3 3.0757 -2.3454 -2.0150  0.000
H3 2.5485 -4.5539 -1.8655  0.000
H4 4.0954 -4.0860 -1.0146  0.000
C4 2.3570 -2.1712 -3.3337  0.000
H5 1.3074 -2.4649 -3.2569  0.000
H6 2.8622 -2.7252 -4.1312  0.000
H7 2.4106 -1.1067 -3.5841  0.000
C5 4.5071 -1.8202 -2.0684  0.000
H8 5.0358 -2.0276 -1.1313  0.000
H9 4.5054 -0.7491 -2.2841  0.000
H10 5.0678 -2.3269 -2.8680  0.000
Fe1 -0.4308 2.0430 0.6780  3.571
C6 -0.4396 4.1327 2.1443  0.055
C7 -0.9919 3.2253 3.0861  0.045
C8 -0.0663 2.1629 3.2758  0.059
H11 -1.9248 3.3589 3.6279  0.002
C9 1.0839 2.3987 2.4639  -0.003
C10 0.8438 3.6168 1.7219  0.019
H12 1.5596 4.1383 1.0924  0.002
H13 -0.9214 5.0674 1.8468  0.002
H14 -0.2155 1.3630 3.9888  0.004
H15 2.0160 1.8470 2.5186  -0.001
C11 -2.1975 3.8470 -0.3844  0.043
C12 -0.8208 4.0278 -0.7005  0.051
C13 -0.3600 2.8614 -1.4121  -0.005
H16 -0.2474 4.9398 -0.5449  0.002
C14 -1.4856 1.9629 -1.5123  0.018
C15 -2.6036 2.5828 -0.8789  0.065
H17 -3.6229 2.2049 -0.9158  0.004
H18 -2.8583 4.5546 0.1198  0.002
H19 0.6160 2.7162 -1.8744  0.000
H20 -1.5406 1.0596 -2.1068  0.001
O2 -0.5306 -2.7330 -1.4214  0.000
C16 -0.5443 -1.3185 -1.1317  0.000
C17 -0.2603 -1.1634 0.3686  0.007
H21 -1.5378 -0.8819 -1.3648  0.000
H22 0.2154 -0.8452 -1.7607  0.000
C18 -0.8060 -2.4280 1.0076  0.001
H23 -0.7550 -0.3059 0.8123  0.005
H24 0.8160 -1.0944 0.5287  0.000
C19 -1.0320 -3.3568 -0.2046  0.000
H25 -1.7871 -2.2236 1.4431  0.000
H26 -0.1176 -2.8122 1.7680  0.000
H27 -2.1219 -3.5113 -0.3223  0.000
H28 -0.5556 -4.3416 -0.0642  0.000
F1 -5.1909 0.2335 1.2067  0.000
C20 -4.1285 0.1479 2.0624  0.002
F2 -4.5556 0.1769 3.3560  0.000
F3 -3.5776 -1.0835 1.8737  0.000
C21 -3.1337 1.3312 1.7749  0.002
O3 -3.5776 2.4638 1.9409  0.008
O4 -1.9407 1.0045 1.3888  0.038

2S+1   5
Net charge   -1
E_LUMO (alpha / beta)   0.093 / 0.093 hartree



Number 1: strongest force on any atom 16.5 eV/Å, E -56184.3415 eV. Number 2: strongest force on any atom 3.0 eV/Å, E -72960.0465 eV.